# C18H49N16O14PS2

C18H49N16O14PS2 as an isolated structure at a distorted geometry (ωB97M-V with the def2-TZVPD basis set, the Open Molecules 2025 dataset).

Structure (XYZ):
```
100
Properties=species:S:1:pos:R:3:forces:R:3
C 3.1689 0.6808 -4.6955 0.272 0.077 -0.780
C 2.7689 0.7274 -3.5740 0.018 -0.028 0.677
C 2.3558 0.7766 -2.1693 -0.333 -0.135 -0.558
C 1.3665 -0.3429 -1.7993 0.328 1.611 -0.386
P 0.5563 -0.3425 -0.1072 -1.084 -1.901 0.802
C -0.4724 1.1845 0.0273 0.971 0.518 -0.302
C 0.0249 2.2071 1.0443 -0.421 0.142 -0.408
C 1.7739 -0.4595 1.2737 0.388 0.684 -0.286
C 3.2105 -0.0120 1.0116 -0.278 0.527 0.276
O 0.1956 -0.0423 -2.6852 0.304 -0.636 -0.218
S -0.5843 -1.3665 -3.0465 -2.543 -0.536 0.859
O -1.7517 -1.5232 -2.2487 0.176 0.110 0.328
O -0.8359 -1.4570 -4.4434 1.349 0.006 -0.261
O 0.4897 -2.4300 -2.4811 0.349 0.835 -0.384
C 1.7355 -1.6900 -2.3845 -0.339 -1.316 -0.187
S 2.9405 -2.7247 -1.5377 0.982 -1.211 0.222
C 2.9598 -4.2190 -2.4907 -0.934 0.389 -0.267
O 4.2454 -2.1230 -1.6920 -0.638 0.748 -0.757
O 2.5442 -3.0793 -0.2112 -0.607 0.292 0.056
H 3.5575 0.7101 -5.6877 -0.124 -0.049 0.033
H 1.8084 1.7085 -2.0305 0.131 0.127 0.330
H 3.2404 0.7549 -1.5411 -0.072 0.001 0.202
H -0.5132 1.6531 -0.9572 -0.119 -0.040 -0.093
H -1.4774 0.8419 0.2522 -0.061 -0.129 0.068
H -0.6987 3.0188 1.1009 -0.011 0.097 0.124
H 0.9617 2.6494 0.7129 0.194 -0.024 0.164
H 0.1216 1.7941 2.0382 0.089 0.021 0.210
H 1.7084 -1.4714 1.6568 0.149 -0.181 -0.157
H 1.3805 0.1880 2.0582 -0.247 -0.040 0.026
H 3.8301 -0.1988 1.8850 0.156 -0.274 -0.030
H 3.6592 -0.4559 0.1308 0.159 -0.236 0.039
H 3.2109 1.0708 0.8645 0.051 0.065 -0.108
H 2.0886 -1.6532 -3.4170 0.480 0.618 0.083
H 3.3779 -4.0529 -3.4773 0.276 0.042 0.028
H 1.9254 -4.5393 -2.6006 -0.019 -0.188 0.096
H 3.5108 -4.9279 -1.8843 0.190 -0.031 0.003
C 0.2459 4.1804 4.5120 -0.072 -0.153 0.166
O 0.7792 4.0205 3.4259 0.065 0.136 -0.050
N -0.7731 5.0850 4.6923 0.041 0.040 -0.055
N 0.6123 3.4811 5.6201 0.085 0.025 -0.138
H -1.2312 5.2347 5.5698 -0.003 -0.041 0.018
H -1.0638 5.6132 3.8923 0.010 0.000 -0.018
H 1.3380 2.7859 5.5104 0.003 0.100 0.077
H 0.1881 3.6098 6.5178 -0.080 -0.002 -0.027
C 4.1326 2.9608 5.7721 0.132 0.224 -0.148
O 3.2072 2.1644 5.7321 -0.046 -0.298 0.142
N 4.5954 3.5829 4.6530 0.009 -0.106 -0.010
N 4.7638 3.2882 6.9393 -0.060 -0.068 -0.009
H 5.3485 4.2430 4.6556 -0.005 0.021 0.030
H 4.1336 3.3686 3.7875 -0.091 0.055 0.013
H 4.4392 2.8436 7.7766 -0.008 -0.016 0.004
H 5.5224 3.9397 6.9948 0.005 0.013 -0.033
C -6.0961 -0.6318 -1.6400 0.165 -0.020 -0.026
O -7.0449 -0.4212 -0.8902 -0.091 0.086 -0.043
N -4.9265 -1.1631 -1.1828 0.105 -0.066 -0.020
N -6.1293 -0.3551 -2.9714 0.034 -0.049 0.095
H -4.1293 -1.3472 -1.7676 0.029 0.081 0.013
H -4.8689 -1.3751 -0.2039 -0.010 -0.016 0.015
H -6.9788 0.0311 -3.3363 -0.013 0.026 0.019
H -5.3497 -0.5100 -3.5943 -0.101 -0.028 -0.071
C -0.2309 -0.5044 4.7578 0.211 -0.148 0.086
O -0.4651 0.4712 4.0656 -0.102 0.059 -0.122
N 1.0322 -0.8092 5.1807 -0.083 0.077 -0.042
N -1.2126 -1.3691 5.1631 -0.036 0.082 0.014
H 1.2513 -1.6071 5.7449 -0.007 -0.032 -0.027
H 1.7729 -0.1900 4.9036 0.041 0.056 0.055
H -2.1489 -1.1736 4.8629 -0.003 -0.014 -0.037
H -1.0404 -2.1774 5.7286 0.036 -0.013 -0.015
C -6.6882 -0.4875 3.0593 0.095 0.145 -0.075
O -7.4796 -1.4123 3.0968 0.018 -0.022 0.067
N -6.3352 0.1513 1.9079 -0.052 -0.194 -0.031
N -6.0776 -0.0114 4.1996 0.037 -0.049 0.035
H -5.6809 0.9100 1.8898 -0.008 0.029 0.051
H -6.7500 -0.1507 1.0316 -0.020 0.048 -0.056
H -6.3153 -0.4562 5.0650 -0.037 -0.006 -0.001
H -5.4237 0.7474 4.2020 -0.008 0.021 -0.031
C -0.5860 2.1705 -6.5832 -0.030 -0.082 0.111
O 0.3364 2.9463 -6.7695 -0.007 0.005 -0.044
N -1.8179 2.3462 -7.1620 -0.003 0.014 -0.107
N -0.4813 1.0679 -5.7881 0.004 0.153 -0.100
H -2.5903 1.7252 -7.0135 0.011 0.004 0.100
H -1.9370 3.1474 -7.7514 0.013 0.025 0.011
H 0.4004 0.9034 -5.3368 0.015 -0.004 0.007
H -1.2314 0.4199 -5.6355 0.026 -0.043 0.013
C 5.7189 -2.9738 1.8178 0.046 0.023 -0.041
O 4.7656 -2.8333 2.5656 0.049 0.029 0.004
N 6.9359 -3.4223 2.2754 -0.032 -0.002 0.000
N 5.6626 -2.7008 0.4829 -0.060 -0.023 0.361
H 7.7368 -3.5467 1.6874 -0.005 0.008 -0.028
H 7.0092 -3.6315 3.2524 -0.023 0.001 0.012
H 4.7972 -2.3695 0.0818 0.517 -0.130 0.408
H 6.4453 -2.8092 -0.1333 0.035 0.011 0.017
C -4.7140 -1.8531 -6.1895 -0.030 -0.205 -0.005
O -4.4909 -0.9550 -5.3903 0.085 0.176 -0.061
N -4.9774 -3.1292 -5.7901 0.014 0.056 0.041
N -4.7169 -1.6447 -7.5389 0.024 0.057 0.056
H -5.1641 -3.8814 -6.4244 -0.005 0.008 -0.023
H -4.9833 -3.3099 -4.8032 -0.006 0.001 0.011
H -4.5278 -0.7153 -7.8619 -0.010 0.008 -0.011
H -4.8964 -2.3661 -8.2101 0.004 -0.026 0.012
```
Forces are in eV/Å.

energy relative to the best compared isomer or geometry (same formula, charge and spin) = 0.0 kcal per mole
gap between HOMO and LUMO = 7.93 eV